Record 1
ORCA calculation (the ωB97M-V functional and the def2-TZVPD basis) on a structure of composition C26H34As2N3OOsTe at a distorted geometry.

As for the total charge: +3. Its LUMO energy (alpha / beta) is -9.436 / -11.088 eV. The calculation puts the HOMO energy (alpha / beta) at -16.28 / -16.25 eV. As for the gap between HOMO and LUMO (alpha / beta): 6.84 / 5.16 eV. The expectation value of S² is 6.052. Its multiplicity is 5.

Last column: Mulliken spin population.
Positions of all 68 atoms, in Å:
Os1 0.051 -0.171 -0.721  2.40
C1 3.362 2.525 -0.561  0.00
C2 2.272 1.604 -0.942  0.18
N1 1.404 1.105 -0.068  -0.12
N2 1.455 1.448 1.213  0.03
C3 0.505 0.890 1.941  -0.02
O1 -0.361 0.047 1.407  0.10
C4 0.464 1.250 3.355  0.01
C5 -0.624 0.929 4.170  -0.05
C6 -0.641 1.280 5.503  0.02
C7 0.439 1.968 6.050  -0.01
C8 1.517 2.315 5.247  0.00
C9 1.532 1.969 3.911  -0.01
C10 2.021 1.183 -2.308  0.09
C11 2.815 1.572 -3.378  0.03
C12 2.467 1.191 -4.665  0.03
C13 1.328 0.418 -4.854  0.02
C14 0.596 0.028 -3.749  0.06
N3 0.922 0.385 -2.498  -0.06
H1 3.314 2.756 0.498  0.00
H2 3.294 3.453 -1.133  0.01
H3 4.342 2.091 -0.782  0.01
H4 -1.481 0.429 3.737  -0.02
H5 -1.492 1.041 6.126  0.00
H6 0.430 2.237 7.098  0.00
H7 2.346 2.866 5.669  0.00
H8 2.366 2.241 3.282  0.00
H9 3.699 2.167 -3.196  0.01
H10 3.071 1.493 -5.510  0.00
H11 1.016 0.119 -5.845  0.00
H12 -0.289 -0.583 -3.864  0.01
C15 2.543 -3.044 1.266  0.04
As1 1.201 -2.474 -0.033  0.20
C16 1.935 -3.253 -1.665  0.00
C17 -0.354 -3.622 0.272  0.01
C18 -0.180 -4.860 0.880  0.01
C19 -1.253 -5.726 1.051  0.02
C20 -2.517 -5.354 0.611  0.00
C21 -2.697 -4.128 -0.011  0.00
C22 -1.629 -3.241 -0.179  0.09
As2 -1.851 -1.656 -1.322  -0.07
C23 -1.982 -2.594 -3.031  0.00
C24 -3.704 -1.084 -1.169  0.01
H13 2.903 -4.032 0.981  0.01
H14 2.136 -3.069 2.274  0.00
H15 3.384 -2.352 1.242  0.00
H16 2.026 -4.331 -1.539  0.01
H17 2.925 -2.836 -1.850  0.00
H18 1.293 -3.040 -2.518  0.00
H19 0.807 -5.171 1.202  0.00
H20 -1.099 -6.693 1.510  0.00
H21 -3.355 -6.028 0.729  0.00
H22 -3.676 -3.860 -0.393  0.00
H23 -2.726 -3.384 -2.936  0.00
H24 -1.034 -3.040 -3.328  0.00
H25 -2.319 -1.901 -3.803  0.00
H26 -4.377 -1.930 -1.294  0.00
H27 -3.900 -0.386 -1.985  0.00
H28 -3.914 -0.568 -0.235  0.00
C25 -4.207 -2.696 3.148  -0.03
Te1 -2.561 -1.549 2.436  0.90
C26 -1.133 -2.528 3.666  -0.01
H29 -4.330 -2.502 4.214  0.03
H30 -4.031 -3.760 3.000  0.02
H31 -5.108 -2.384 2.624  0.00
H32 -1.192 -3.601 3.491  0.01
H33 -1.376 -2.316 4.707  0.02
H34 -0.146 -2.143 3.427  -0.01

***

Record 2
ORCA calculation (the ωB97M-V functional and the def2-TZVPD basis) on a structure of composition C26H34AuClN3O7P at a distorted geometry.

As for the total charge: +2. Its LUMO energy is -8.240 eV. The calculation puts the HOMO energy at -14.32 eV. As for the gap between HOMO and LUMO: 6.08 eV. Its multiplicity is 1.

Last column: Löwdin charge in e.
Positions of all 73 atoms, in Å:
Au1 0.846 0.215 0.121  1.13
O1 2.911 -4.103 -3.606  0.15
C1 1.707 -4.494 -3.185  -0.49
O2 1.230 -5.544 -3.494  0.12
C2 0.951 -3.544 -2.296  -0.03
C3 -0.341 -3.765 -1.834  -0.56
Cl1 -1.391 -5.041 -2.151  0.90
N1 -0.719 -2.701 -1.087  -0.05
N2 0.275 -1.795 -1.043  0.05
C4 1.279 -2.296 -1.749  -0.15
C5 2.473 -1.407 -1.879  -0.56
O3 3.313 -1.617 -2.736  0.10
O4 2.505 -0.373 -1.086  -0.19
C6 -1.958 -2.416 -0.405  -0.20
C7 -2.451 -1.122 -0.451  -0.04
C8 -3.627 -0.813 0.216  -0.06
C9 -4.310 -1.798 0.918  -0.06
C10 -3.804 -3.088 0.957  -0.06
C11 -2.621 -3.405 0.301  -0.04
H1 3.131 -3.193 -3.317  0.06
H2 -1.932 -0.362 -1.020  0.09
H3 -4.020 0.194 0.167  0.11
H4 -5.236 -1.563 1.425  0.12
H5 -4.330 -3.862 1.501  0.12
H6 -2.217 -4.405 0.370  0.10
C12 2.290 2.771 -4.593  0.04
N3 1.541 1.504 -4.290  -0.15
C13 0.335 1.295 -5.160  0.04
C14 1.302 1.268 -2.822  -0.09
C15 0.288 2.111 -2.079  -0.17
C16 -0.360 3.220 -2.627  -0.03
C17 -1.292 3.969 -1.928  -0.03
C18 -1.620 3.636 -0.631  -0.03
C19 -1.000 2.548 -0.022  -0.09
C20 -0.077 1.832 -0.748  -0.17
H7 2.501 2.795 -5.658  0.12
H8 3.217 2.761 -4.027  0.12
H9 1.693 3.630 -4.312  0.09
H10 2.186 0.748 -4.534  0.18
H11 -0.406 2.056 -4.955  0.09
H12 -0.073 0.310 -4.947  0.12
H13 0.651 1.352 -6.198  0.12
H14 2.278 1.355 -2.353  0.13
H15 1.005 0.227 -2.759  0.10
H16 -0.139 3.522 -3.639  0.09
H17 -1.768 4.810 -2.413  0.13
H18 -2.345 4.216 -0.076  0.13
H19 -1.265 2.286 0.982  0.08
C21 2.254 -1.412 4.857  -0.05
C22 2.236 -0.971 3.421  -0.20
O5 1.458 0.289 3.323  -0.22
P1 0.316 0.622 2.347  0.54
O6 -0.157 2.042 2.770  -0.25
C23 0.739 3.177 3.079  -0.21
C24 0.189 3.899 4.277  -0.05
O7 -0.890 -0.330 2.507  -0.25
C25 -1.542 -0.695 3.786  -0.19
C26 -1.525 -2.190 3.925  -0.04
H20 2.941 -2.252 4.961  0.10
H21 1.268 -1.729 5.195  0.07
H22 2.604 -0.603 5.497  0.10
H23 1.783 -1.714 2.762  0.11
H24 3.230 -0.730 3.056  0.13
H25 0.753 3.805 2.190  0.12
H26 1.740 2.791 3.261  0.12
H27 -0.852 4.179 4.117  0.09
H28 0.768 4.808 4.443  0.10
H29 0.254 3.281 5.172  0.09
H30 -2.553 -0.305 3.704  0.13
H31 -1.029 -0.183 4.601  0.12
H32 -2.018 -2.656 3.072  0.07
H33 -2.061 -2.472 4.832  0.10
H34 -0.508 -2.576 3.996  0.07

***

Record 3
ORCA calculation (the ωB97M-V functional and the def2-TZVPD basis) on a cluster of 22 separate species, C26H34Cl63NO3P3S in total at a distorted geometry.

As for the total charge: +1. Its LUMO energy is -4.233 eV. The calculation puts the HOMO energy at -11.79 eV. As for the gap between HOMO and LUMO: 7.56 eV. Its multiplicity is 1.

Last column: Löwdin charge in e.
Positions of all 131 atoms, in Å:
C1 5.150 -2.149 -2.422  -0.05
C2 5.147 -1.182 -3.584  -0.39
N1 5.277 -1.724 -4.939  0.18
C3 4.667 -1.029 -5.787  0.00
C4 3.932 0.105 -5.146  -0.20
C5 4.218 0.045 -3.626  -0.72
P1 2.797 0.220 -2.400  0.82
P2 1.213 -1.245 -2.742  0.26
O1 0.073 -0.723 -2.030  -0.30
O2 0.763 -1.405 -4.300  -0.14
O3 1.527 -2.698 -2.090  -0.17
P3 5.374 1.444 -3.119  0.36
S1 6.343 2.268 -4.597  0.19
H1 5.243 -1.610 -1.490  0.08
H2 6.055 -2.748 -2.511  0.10
H3 4.322 -2.841 -2.430  0.05
H4 6.137 -0.719 -3.466  0.10
H5 5.826 -2.550 -5.100  0.19
H6 4.662 -1.223 -6.848  0.13
H7 3.956 1.059 -5.648  0.06
H8 2.886 -0.216 -5.264  0.11
H9 2.172 1.458 -2.706  -0.03
H10 1.386 -1.929 -4.808  0.06
H11 2.002 -3.224 -2.742  0.06
H12 6.264 0.924 -2.166  -0.04
H13 4.599 2.422 -2.462  -0.02
C6 -1.179 0.364 0.508  -1.48
Cl1 -1.829 2.000 0.318  0.53
Cl2 -0.042 0.285 1.860  0.52
Cl3 -2.489 -0.795 0.737  0.54
H14 -0.645 0.103 -0.398  -0.04
C7 -2.987 -5.005 0.861  -1.51
Cl4 -3.374 -6.559 1.608  0.55
Cl5 -4.310 -3.862 1.085  0.46
Cl6 -1.480 -4.360 1.518  0.51
H15 -2.853 -5.165 -0.200  0.02
C8 2.840 6.508 -2.713  -1.58
Cl7 2.173 4.946 -3.226  0.48
Cl8 2.999 6.573 -0.965  0.53
Cl9 4.379 6.830 -3.500  0.52
H16 2.143 7.273 -3.013  -0.09
C9 -4.099 -7.413 5.576  -1.54
Cl10 -4.449 -8.985 6.305  0.53
Cl11 -5.423 -6.284 5.853  0.52
Cl12 -2.584 -6.758 6.199  0.50
H17 -3.993 -7.550 4.509  -0.02
C10 1.641 -7.161 5.346  -1.59
Cl13 1.496 -8.850 5.826  0.54
Cl14 3.307 -6.773 4.911  0.53
Cl15 0.544 -6.791 4.012  0.50
H18 1.361 -6.543 6.194  -0.13
C11 1.980 3.371 1.757  -1.52
Cl16 3.217 3.840 2.931  0.53
Cl17 1.205 4.810 1.071  0.47
Cl18 2.688 2.255 0.572  0.47
H19 1.207 2.821 2.278  -0.09
C12 7.977 2.621 -0.214  -1.54
Cl19 6.326 2.066 0.114  0.51
Cl20 7.984 3.787 -1.532  0.55
Cl21 8.692 3.313 1.237  0.56
H20 8.573 1.768 -0.508  -0.02
C13 -8.477 -9.767 6.849  -1.56
Cl22 -8.447 -8.631 5.499  0.49
Cl23 -9.286 -9.055 8.245  0.53
Cl24 -9.261 -11.276 6.377  0.53
H21 -7.456 -9.988 7.125  -0.01
C14 11.706 1.123 1.837  -1.56
Cl25 11.315 0.797 0.141  0.52
Cl26 10.553 0.321 2.906  0.52
Cl27 13.351 0.611 2.199  0.55
H22 11.637 2.189 2.001  0.00
C15 -5.442 1.611 1.029  -1.56
Cl28 -5.347 2.773 -0.297  0.54
Cl29 -6.276 2.328 2.414  0.54
Cl30 -6.244 0.134 0.503  0.53
H23 -4.434 1.356 1.332  -0.09
C16 -9.303 2.753 0.404  -1.56
Cl31 -9.243 3.902 -0.937  0.52
Cl32 -10.020 3.497 1.832  0.54
Cl33 -10.197 1.304 -0.063  0.53
H24 -8.290 2.462 0.646  -0.08
C17 -1.346 7.266 -1.841  -1.51
Cl34 -1.074 8.645 -0.779  0.55
Cl35 -0.290 7.347 -3.252  0.56
Cl36 -1.137 5.749 -0.958  0.51
H25 -2.366 7.308 -2.196  0.01
C18 3.199 -2.371 1.269  -1.47
Cl37 4.374 -1.827 2.462  0.56
Cl38 2.685 -0.999 0.248  0.46
Cl39 3.864 -3.710 0.332  0.57
H26 2.328 -2.742 1.792  0.02
C19 5.497 1.265 -9.469  -1.52
Cl40 4.662 -0.259 -9.817  0.52
Cl41 5.529 1.562 -7.725  0.53
Cl42 7.128 1.244 -10.124  0.56
H27 4.949 2.068 -9.941  0.02
C20 -8.270 -4.445 2.474  -1.54
Cl43 -8.632 -5.996 3.231  0.51
Cl44 -9.599 -3.307 2.701  0.54
Cl45 -6.768 -3.793 3.128  0.49
H28 -8.140 -4.605 1.412  0.00
C21 -2.225 2.573 4.606  -1.49
Cl46 -2.421 0.905 5.141  0.55
Cl47 -0.537 2.910 4.226  0.52
Cl48 -3.234 2.904 3.196  0.54
H29 -2.536 3.227 5.409  0.02
C22 -10.207 0.973 -3.922  -1.55
Cl49 -10.407 -0.707 -3.416  0.51
Cl50 -8.527 1.301 -4.351  0.49
Cl51 -11.284 1.347 -5.268  0.54
H30 -10.467 1.614 -3.089  -0.03
C23 1.619 7.264 4.662  -1.54
Cl52 1.706 8.367 3.285  0.52
Cl53 0.855 8.050 6.043  0.54
Cl54 0.752 5.792 4.222  0.47
H31 2.628 6.992 4.941  0.01
C24 -6.215 -2.575 -2.625  -1.52
Cl55 -6.685 -1.040 -3.352  0.50
Cl56 -5.014 -2.303 -1.361  0.46
Cl57 -7.625 -3.411 -1.965  0.53
H32 -5.778 -3.199 -3.391  0.01
C25 3.562 9.675 -6.627  -1.54
Cl58 4.933 10.192 -5.647  0.53
Cl59 4.095 8.608 -7.930  0.52
Cl60 2.348 8.873 -5.626  0.51
H33 3.110 10.551 -7.070  0.01
C26 -0.628 -4.537 8.837  -1.52
Cl61 0.631 -3.886 9.884  0.54
Cl62 0.080 -5.561 7.575  0.56
Cl63 -1.815 -5.440 9.771  0.55
H34 -1.131 -3.710 8.355  0.02